Entry 1:
8
Properties=species:S:1:pos:R:3:mulliken_charge:R:1 method="wB97M-V/def2-TZVPD" e_above_lowest_kcal_mol=49.5 total_energy_ha=-1612.9000 gap_ev="6.85 / 6.32" e_lumo_ha="-0.0924 / -0.0971"
P 0.28 -0.88 0.73 0.47
S -0.03 -2.13 2.25 -0.28
H -2.17 1.13 0.17 0.16
H 0.89 1.54 1.51 0.19
S -2.68 0.72 -1.08 -0.16
H 1.21 -1.09 -1.16 0.34
S 1.83 0.53 1.12 -0.26
O 1.02 -1.71 -0.41 -0.46



Entry 2:
96
Properties=species:S:1:pos:R:3:mulliken_charge:R:1 method="wB97M-V/def2-TZVPD" spin_multiplicity=5 e_above_lowest_kcal_mol=0.0 total_energy_ha=-4600.7528 charge=-1 gap_ev="4.47 / 7.20" e_lumo_ha="0.0901 / 0.0901"
H -2.74 2.40 -1.46 0.56
O 0.72 -2.58 0.38 -0.75
C 5.23 2.53 -2.08 -0.96
C 2.36 0.31 0.94 0.30
F -2.83 -1.11 -3.67 -0.24
H 2.23 -6.78 -1.80 0.26
H -5.04 2.37 -0.39 0.49
C 2.55 2.26 -2.82 -0.25
F -2.63 1.06 -4.21 -0.31
C -1.92 -0.07 -3.84 0.07
N -2.37 0.43 -1.09 0.79
H -3.09 4.52 3.21 0.35
C -2.05 -1.91 -0.67 -0.26
C -1.67 2.85 4.88 -1.27
H -0.75 -0.82 2.37 -0.19
C 1.77 0.26 2.18 -1.06
N -2.31 2.61 3.59 0.11
C 0.13 -5.22 -3.88 -0.94
H -1.24 1.90 5.29 0.38
C 2.43 3.28 1.56 -0.18
C -2.85 -0.81 -0.53 -0.03
H -3.35 1.00 5.14 0.40
H 3.32 4.77 2.87 0.38
H -4.02 -0.16 4.07 0.33
C 1.34 -7.44 -4.20 -1.35
H 0.32 6.09 0.07 0.50
C 2.56 4.57 2.09 -0.78
H 3.09 2.49 1.93 0.32
H 0.90 0.88 2.39 0.59
N -2.03 0.28 3.63 0.25
C 4.77 3.02 -3.29 -0.58
C 4.27 1.98 -1.20 -0.23
C 0.48 -3.93 -1.89 -0.40
S 0.98 1.82 -3.57 1.30
N -0.87 -1.62 -1.39 1.34
C -4.91 0.32 0.11 -1.00
H -0.41 -5.31 -4.83 0.37
H 6.24 2.68 -1.79 0.47
H 3.52 -2.26 3.59 0.37
H -5.40 -2.22 1.23 0.35
C 3.21 -1.51 2.88 -0.58
H -1.52 4.26 2.51 0.24
Cr -0.73 0.17 -2.20 1.14
C -1.68 -0.98 2.93 -0.22
H 3.85 -0.65 -0.28 0.56
S 0.51 -2.34 -1.03 1.52
O 0.98 0.29 -3.53 -0.77
H -1.37 -0.37 -4.75 0.33
C 2.93 1.84 -1.53 -0.03
C 1.62 3.02 0.51 0.62
C 3.86 -1.47 1.66 -0.70
H 2.14 -7.97 -3.69 0.33
H -1.72 -3.97 -0.16 0.43
C -4.46 -2.11 0.70 -1.25
H 4.62 1.68 -0.21 0.33
H 4.67 -2.21 1.40 0.29
C 1.82 5.60 1.53 -0.57
C 1.58 -6.03 -2.19 -0.85
C 0.88 4.04 -0.06 -0.35
H 0.19 3.86 -0.88 0.27
C -0.13 -4.09 -3.12 -0.21
H -2.41 3.24 5.58 0.36
H 0.47 -8.08 -4.30 0.30
H 1.85 6.56 2.02 0.37
H -2.89 3.52 1.76 0.19
O -1.43 1.46 1.79 0.14
C 2.16 -0.66 3.16 -0.71
C 1.31 -4.92 -1.40 -0.99
C -3.11 0.09 4.58 -1.15
C 0.93 5.32 0.47 -0.81
C -2.40 -3.13 -0.10 -0.55
C 3.42 -0.59 0.69 -0.66
C -4.12 -0.84 0.09 1.04
C 0.98 -6.21 -3.42 1.25
C -3.17 1.51 -1.02 -0.71
O -0.14 2.19 -2.67 -0.52
H 5.51 3.46 -3.96 0.34
H 1.71 -4.86 -0.41 0.50
P 1.61 1.35 -0.32 1.97
H 3.14 3.12 -4.65 0.59
C -1.88 1.42 2.92 0.00
H -5.88 0.35 0.60 0.32
H -2.48 -1.27 2.23 -0.06
C -4.44 1.50 -0.45 -0.99
O 1.54 -1.59 -1.77 -0.80
H -0.86 3.56 4.76 0.35
H 1.63 -0.71 4.14 0.37
H -2.87 -0.67 5.32 0.35
H 1.64 -7.18 -5.23 0.32
C -3.57 -3.20 0.60 -0.85
C 3.47 2.86 -3.66 -0.51
O 0.99 2.36 -4.88 -0.78
H -0.86 -3.36 -3.42 0.37
H -3.82 -4.12 1.12 0.35
C -2.48 3.77 2.72 -0.84
H -1.53 -1.72 3.72 0.39



Entry 3:
5
Properties=species:S:1:pos:R:3:mulliken_charge:R:1 method="wB97M-V/def2-TZVPD" spin_multiplicity=3 e_above_lowest_kcal_mol=118.8 total_energy_ha=-451.4475 charge=+1 gap_ev="7.84 / 9.23" e_lumo_ha="-0.3134 / -0.2767"
H -1.41 -0.24 1.20 0.22
N 2.75 0.30 -0.01 0.42
H -1.44 0.03 -1.19 0.21
P -0.70 -0.05 0.00 0.37
N 0.79 -0.03 0.01 -0.23